[1]
Molecular formula: C19H16Cl5FeN3O7P2
Method: DFT, ωB97M-V/def2-TZVPD

Summary:
* total energy: -154347.142 eV
* multiplicity: 5
* ⟨S²⟩: 6.145
* ΔE to the lowest compared entry with this formula, charge and spin: 17.7 kcal/mol
* orbital gap (spin up / spin down): 5.38 / 7.54 eV
* HOMO (spin up / spin down): -6.6 / -8.3 eV

CARTESIAN COORDINATES (ANGSTROEM)
Fe (-0.262, -0.215, 0.209)
C (-3.255, -4.098, 2.971)
C (-1.897, -4.005, 2.693)
C (-1.433, -3.128, 1.737)
C (-2.333, -2.316, 1.027)
C (-3.708, -2.425, 1.312)
C (-4.152, -3.295, 2.282)
N (-1.849, -1.482, 0.068)
N (-2.665, -0.925, -0.774)
C (-2.211, -0.106, -1.717)
C (-3.126, 0.445, -2.643)
C (-2.682, 1.373, -3.549)
C (-1.335, 1.750, -3.545)
C (-0.485, 1.116, -2.660)
N (-0.889, 0.203, -1.792)
H (-3.612, -4.790, 3.717)
H (-1.202, -4.646, 3.217)
H (-0.384, -3.056, 1.501)
H (-4.394, -1.805, 0.758)
H (-5.206, -3.365, 2.506)
H (-4.153, 0.124, -2.603)
H (-3.361, 1.808, -4.266)
H (-0.959, 2.492, -4.231)
H (0.574, 1.337, -2.655)
Cl (1.896, 0.735, -0.092)
C (1.946, -0.790, -0.890)
C (0.803, -1.550, -0.711)
C (0.759, -2.777, -1.360)
Cl (-0.626, -3.777, -1.267)
C (1.832, -3.220, -2.140)
Cl (1.758, -4.745, -2.913)
C (2.961, -2.421, -2.307)
Cl (4.248, -2.944, -3.307)
C (3.024, -1.176, -1.677)
Cl (4.380, -0.154, -1.903)
C (-2.394, 0.274, 3.344)
C (-1.098, 1.053, 3.375)
O (-1.043, 1.881, 4.513)
P (0.380, -0.027, 3.313)
O (1.620, 0.925, 3.535)
O (0.365, -0.914, 4.624)
O (0.496, -0.875, 2.101)
P (-0.842, 2.091, 1.854)
O (-1.902, 3.282, 1.980)
O (0.562, 2.596, 1.880)
O (-1.281, 1.308, 0.646)
H (-2.303, -0.667, 3.883)
H (-2.671, 0.074, 2.313)
H (-3.172, 0.871, 3.814)
H (-0.159, 2.262, 4.593)
H (1.576, 1.669, 2.887)
H (0.718, -1.786, 4.443)
H (-1.567, 4.017, 2.492)

These are the natural (NBO) partial charges, in e, on atoms 1 to 6:
1. Fe 1.3105
2. C -0.2288
3. C -0.2196
4. C -0.2323
5. C 0.1900
6. C -0.2540


[2]
Molecular formula: C3H5BrFN
Method: DFT, ωB97M-V/def2-TZVPD

Summary:
* total energy: -77438.560 eV
* multiplicity: 1
* ΔE to the lowest compared entry with this formula, charge and spin: 45.0 kcal/mol
* orbital gap: 10.36 eV
* SMILES: C=C/C=N/F.Br
* HOMO: -10.2 eV

CARTESIAN COORDINATES (ANGSTROEM)
C (-2.706, 0.403, -0.021)
C (-1.693, -0.400, -0.324)
C (-0.337, -0.013, -0.190)
N (0.660, -0.763, -0.008)
F (1.760, 0.007, 0.268)
H (-3.754, 0.223, 0.034)
H (-2.392, 1.288, 0.427)
H (-1.792, -1.561, -0.509)
H (-0.074, 1.084, -0.169)
Br (5.522, 0.280, -0.108)
H (4.806, -0.547, 0.599)

These are the natural (NBO) partial charges, in e, on atoms 1 to 6:
1. C -0.3209
2. C -0.2444
3. C 0.0003
4. N -0.0019
5. F -0.2535
6. H 0.2151


[3]
Molecular formula: C20H65N19O11
Method: DFT, ωB97M-V/def2-TZVPD

Summary:
* total energy: -72626.377 eV
* multiplicity: 1
* ΔE to the lowest compared entry with this formula, charge and spin: 248.4 kcal/mol
* orbital gap: 8.79 eV
* SMILES: COC[C@H](C)N.COC[C@H](C)N.COC[C@H](C)N.NC(N)=O.NC(N)=O.NC(N)=O.NC(N)=O.NC(N)=O.NC(N)=O.NC(N)=O.NC(N)=O
* HOMO: -8.8 eV

CARTESIAN COORDINATES (ANGSTROEM)
C (25.871, -29.945, -21.799)
O (24.785, -29.228, -22.350)
C (23.698, -30.073, -22.751)
C (22.441, -29.284, -23.257)
C (21.624, -28.682, -22.088)
N (21.654, -30.130, -24.096)
H (26.473, -29.096, -21.476)
H (26.325, -30.489, -22.627)
H (25.574, -30.704, -21.075)
H (24.352, -30.557, -23.476)
H (23.374, -30.812, -22.018)
H (22.803, -28.492, -23.913)
H (20.926, -27.981, -22.546)
H (22.275, -28.110, -21.426)
H (21.218, -29.488, -21.477)
H (20.821, -29.641, -24.390)
H (22.152, -30.483, -24.901)
C (16.525, -39.147, -20.648)
O (17.360, -38.020, -20.606)
C (16.733, -36.798, -20.831)
C (16.109, -36.546, -22.217)
C (17.190, -36.798, -23.310)
N (15.536, -35.294, -22.286)
H (16.310, -39.516, -21.651)
H (15.604, -39.142, -20.065)
H (17.161, -39.871, -20.139)
H (15.842, -36.599, -20.234)
H (17.540, -36.163, -20.465)
H (15.396, -37.370, -22.207)
H (17.945, -37.446, -22.865)
H (17.668, -35.845, -23.534)
H (16.866, -37.199, -24.270)
H (15.031, -35.147, -23.149)
H (16.182, -34.524, -22.392)
C (8.340, -31.042, -27.368)
O (8.019, -31.222, -28.715)
C (9.085, -31.544, -29.624)
C (8.530, -31.974, -31.039)
C (9.694, -32.110, -32.068)
N (7.648, -30.918, -31.408)
H (7.497, -30.655, -26.795)
H (9.163, -30.329, -27.333)
H (8.614, -32.035, -27.011)
H (9.799, -30.727, -29.734)
H (9.639, -32.381, -29.200)
H (7.914, -32.871, -30.990)
H (10.397, -32.880, -31.748)
H (10.234, -31.165, -32.121)
H (9.499, -32.317, -33.120)
H (7.204, -31.172, -32.278)
H (6.872, -30.802, -30.771)
N (16.968, -21.747, -22.279)
C (16.449, -22.650, -21.450)
N (15.770, -22.233, -20.448)
O (16.734, -23.831, -21.653)
H (16.716, -20.776, -22.154)
H (17.512, -22.145, -23.031)
H (15.337, -22.876, -19.801)
H (15.773, -21.247, -20.232)
N (10.767, -33.724, -21.335)
C (10.304, -34.612, -20.457)
N (11.215, -35.482, -20.235)
O (9.213, -34.629, -19.993)
H (11.704, -33.460, -21.065)
H (10.060, -33.059, -21.614)
H (10.858, -36.357, -19.879)
H (12.019, -35.549, -20.843)
N (14.622, -31.955, -18.278)
C (13.822, -31.471, -17.342)
N (13.127, -30.463, -17.732)
O (13.500, -32.091, -16.326)
H (14.293, -31.640, -19.179)
H (14.942, -32.909, -18.188)
H (13.356, -30.027, -18.614)
H (12.241, -30.217, -17.314)
N (13.528, -35.699, -28.594)
C (13.860, -34.583, -28.974)
N (14.227, -34.794, -30.244)
O (13.884, -33.563, -28.236)
H (13.615, -36.521, -29.174)
H (13.272, -35.827, -27.625)
H (14.134, -35.734, -30.600)
H (14.731, -34.069, -30.735)
N (12.234, -25.140, -27.005)
C (12.305, -23.963, -26.655)
N (13.497, -23.749, -26.130)
O (11.353, -23.216, -26.555)
H (11.339, -25.423, -27.378)
H (13.138, -25.551, -27.188)
H (14.260, -24.407, -26.067)
H (13.482, -22.870, -25.632)
N (13.136, -30.202, -24.423)
C (14.074, -29.758, -23.676)
N (14.783, -28.891, -24.324)
O (14.159, -30.045, -22.520)
H (12.615, -31.017, -24.133)
H (13.315, -29.994, -25.395)
H (14.655, -28.835, -25.324)
H (15.618, -28.582, -23.847)
N (18.163, -25.015, -27.860)
C (18.809, -25.445, -26.839)
N (19.521, -24.503, -26.286)
O (18.810, -26.567, -26.411)
H (18.213, -24.006, -27.849)
H (17.614, -25.587, -28.485)
H (20.016, -24.663, -25.420)
H (19.538, -23.689, -26.883)
N (15.027, -29.769, -31.311)
C (15.215, -28.654, -30.648)
N (15.842, -27.874, -31.453)
O (14.594, -28.298, -29.681)
H (15.424, -29.845, -32.237)
H (14.646, -30.555, -30.804)
H (15.988, -26.927, -31.131)
H (16.515, -28.262, -32.098)

These are the Mulliken partial charges, in e, on atoms 1 to 6:
1. C -0.6899
2. O -0.3184
3. C -0.7719
4. C 0.5861
5. C -1.3372
6. N -0.7071